# 1
C25H16BrMnN4O3S | wB97M-V/def2-TZVPD

Values from the calculation:
LUMO (alpha / beta) = 2.28 / 1.99 eV
Molar mass = 587.34 g/mol
Expectation value of S² = 8.91
Relative energy (zero: lowest compared OMol25 entry of this formula, charge and spin) = 2.202 eV

ORCA input file:
```
! wB97M-V def2-TZVPD RIJCOSX def2/J DEFGRID3
* xyz -1 6
Mn -0.61454 -0.59893 0.16891
Br 3.74486 -0.58603 6.18573
C 2.38834 -0.58935 4.84177
C 1.05603 -0.57729 5.22690
C 0.07980 -0.58329 4.24354
C 0.40177 -0.60171 2.88441
O -0.59199 -0.62630 2.00936
C 1.77331 -0.60586 2.50718
C 2.19162 -0.62732 1.13791
N 1.33936 -0.58047 0.11249
C 1.71480 -0.58146 -1.19759
C 3.04128 -0.59580 -1.65821
C 3.33627 -0.60110 -3.01906
C 2.34283 -0.59232 -3.97418
C 0.98850 -0.56789 -3.56329
C -0.08349 -0.55914 -4.47067
C -1.37897 -0.54321 -4.01535
C -1.62146 -0.52140 -2.64513
N -0.63398 -0.51076 -1.76893
C 0.66709 -0.55303 -2.18108
C 2.75046 -0.60255 3.51760
H 0.78603 -0.56468 6.27400
H -0.97323 -0.57749 4.49782
H 3.25699 -0.67974 0.95119
H 3.85394 -0.60975 -0.94650
H 4.37354 -0.61429 -3.33287
H 2.57267 -0.60274 -5.03256
H 0.12794 -0.56890 -5.53423
H -2.22053 -0.54704 -4.69412
H -2.62025 -0.50866 -2.23236
H 3.79687 -0.60881 3.23867
S -4.66571 1.12927 0.18932
C -4.91237 -0.58959 0.18422
C -3.72705 -1.26763 0.18748
C -2.59221 -0.42157 0.19086
C -2.94070 0.91807 0.18867
C -1.94871 1.93008 0.17495
C -2.14977 3.31748 0.18501
C -1.08582 4.17686 0.18702
C 0.24214 3.62230 0.18698
C 0.39800 2.27033 0.17296
N -0.63829 1.39649 0.15555
H -5.91493 -0.98977 0.19247
H -3.67044 -2.35030 0.18633
H -3.16884 3.68829 0.19376
H -1.23531 5.24904 0.19108
H 1.11613 4.25822 0.20333
H 1.39128 1.84154 0.17517
O 0.00598 -4.38370 -0.37051
N 0.33406 -3.24320 -0.33108
O -0.68332 -2.46490 0.02508
*
```

Löwdin population analysis, charges in e, atoms 1 to 2: 0.910 0.660



# 2
C16H15BF8IrN3O2 | wB97M-V/def2-TZVPD

Values from the calculation:
LUMO (alpha / beta) = -2.14 / -1.96 eV
Molar mass = 636.33 g/mol
Relative energy (zero: lowest compared OMol25 entry of this formula, charge and spin) = 0.000 eV

ORCA input file:
```
! wB97M-V def2-TZVPD RIJCOSX def2/J DEFGRID3
* xyz 0 1
Ir 0.30775 -0.29991 0.62932
C 3.02353 -2.03623 0.77906
N 2.40693 -0.93485 0.03135
C 2.27498 -1.30094 -1.38702
C 3.17022 0.29205 0.23897
C 2.50211 1.48411 -0.39429
N 1.07967 1.52240 -0.08222
C 0.38237 2.65317 -0.44096
C -1.00043 2.81899 -0.15386
F -1.64715 1.86833 0.52202
C -1.73062 3.92330 -0.52841
F -3.03731 3.95171 -0.25635
C -1.14252 4.99080 -1.17262
C 0.20319 4.88538 -1.44089
F 0.82606 5.89751 -2.05268
C 0.93959 3.76097 -1.12465
F 2.23216 3.76726 -1.50272
H 4.06886 -2.15523 0.47566
H 2.48742 -2.96001 0.58010
H 2.97732 -1.82894 1.84652
H 3.26083 -1.41002 -1.85284
H 1.70170 -0.55223 -1.93373
H 1.75240 -2.25400 -1.45528
H 4.18168 0.19675 -0.17622
H 3.25691 0.44975 1.31463
H 2.64669 1.46978 -1.47930
H 3.00601 2.37375 -0.01354
H -1.71002 5.86792 -1.44303
O -2.09419 -0.98214 3.93889
C -1.57656 -0.80699 2.86128
O -0.39466 -0.33535 2.63610
C -2.38791 -1.11757 1.60556
C -3.69223 -1.56368 1.67758
C -4.35858 -1.82608 0.49009
C -3.70661 -1.63026 -0.71853
C -2.40266 -1.17453 -0.70307
N -1.77838 -0.92780 0.44294
H -4.14977 -1.69501 2.64668
H -5.37477 -2.19627 0.50471
H -4.18649 -1.84639 -1.66112
H -1.84639 -1.01928 -1.61686
F -0.36948 -4.78866 1.09402
B -0.11790 -3.93051 0.06166
F -1.23655 -3.68695 -0.72772
F 0.97534 -4.30069 -0.71677
F 0.27746 -2.61342 0.65753
*
```

Löwdin population analysis, charges in e, atoms 1 to 2: 1.502 -0.049



# 3
C4H5NO2 | wB97M-V/def2-TZVPD

Values from the calculation:
LUMO = 1.00 eV
Molar mass = 99.09 g/mol
SMILES = C1=NOC2(CC2)O1
Relative energy (zero: lowest compared OMol25 entry of this formula, charge and spin) = 3.721 eV

ORCA input file:
```
! wB97M-V def2-TZVPD RIJCOSX def2/J DEFGRID3
* xyz 0 1
C 1.27341 -0.20969 0.77366
C 1.32571 0.03010 -0.76297
C 0.00743 -0.12596 -0.10697
C -2.05097 0.46803 0.08957
H 1.61721 0.57743 1.46952
H 1.39075 -1.23497 1.09563
H 1.75521 -0.75706 -1.27842
H 1.38835 1.09179 -1.13961
H -2.82512 1.15436 0.16577
N -2.16730 -0.75382 -0.05473
O -0.84567 0.98740 -0.06602
O -0.86901 -1.22760 -0.18542
*
```

Löwdin population analysis, charges in e, atoms 1 to 2: -0.012 -0.021



# 4
C17H20ClN3OS | wB97M-V/def2-TZVPD

Values from the calculation:
LUMO = 0.45 eV
Molar mass = 349.89 g/mol
Relative energy (zero: lowest compared OMol25 entry of this formula, charge and spin) = 15.195 eV

ORCA input file:
```
! wB97M-V def2-TZVPD RIJCOSX def2/J DEFGRID3
* xyz 0 1
C -1.42421 -1.51303 -1.74913
C -2.55795 -1.03501 -1.14610
C -3.75743 -1.58952 -1.37494
C -5.01849 -1.34939 -0.70878
C -4.98922 -0.44690 0.06571
C -3.89004 0.33023 0.48518
C -2.76360 -0.07089 -0.08256
N -1.48345 0.74674 -0.14524
C -1.29653 1.34333 1.18114
H -1.64611 0.62347 2.02617
C 0.21166 1.57590 1.52776
N 0.82707 2.06305 0.25643
C 2.24976 1.54173 -0.05628
N 3.03458 1.30344 1.07988
H 2.55091 0.89535 1.76370
C 4.17671 0.49930 0.86930
C 4.06356 -1.10702 0.64039
C 4.85795 -2.03908 0.52217
C 4.20152 -3.04253 0.24601
C 2.77847 -2.68387 0.50672
O 2.70738 -1.40066 0.46997
H 1.75582 -3.15926 0.49889
H 4.43613 -4.03960 0.23100
H 5.90051 -1.87939 0.59746
H 4.97181 0.89396 1.29722
H 4.71653 0.97747 -0.20153
S 2.88916 1.94093 -1.41705
C 0.07999 2.73825 -0.63315
H -0.55127 3.38067 -0.01407
C -0.91852 1.50176 -1.05306
H -0.42962 1.00632 -1.89218
H -1.80085 2.03292 -1.77345
H 0.67384 3.00070 -1.40719
H 0.46016 1.82720 2.39721
H 0.59293 0.28176 1.64759
H -1.64257 2.52371 1.42241
H -3.80040 1.25021 0.95479
Cl -6.44016 0.22469 1.35003
H -6.01735 -1.79955 -0.83375
H -4.06382 -2.38408 -1.94085
H -0.52263 -1.43206 -1.04381
H -1.70372 -2.50122 -1.81793
H -1.41854 -1.03002 -2.74610
*
```

Löwdin population analysis, charges in e, atoms 1 to 2: -0.043 -0.267



# 5
C3H3Br | wB97M-V/def2-TZVPD

Values from the calculation:
LUMO = 0.85 eV
Molar mass = 118.96 g/mol
SMILES = CC#CBr
Relative energy (zero: lowest compared OMol25 entry of this formula, charge and spin) = 0.000 eV

ORCA input file:
```
! wB97M-V def2-TZVPD RIJCOSX def2/J DEFGRID3
* xyz 0 1
C -0.29805 0.00508 -0.23958
C -1.23283 0.02156 -0.99223
C 0.82714 -0.01444 0.66569
Br -2.64192 0.04610 -2.12625
H 0.65638 -0.74854 1.45209
H 0.95537 0.96840 1.11745
H 1.73392 -0.27816 0.12283
*
```

Löwdin population analysis, charges in e, atoms 1 to 2: -0.200 -0.661



# 6
C21H43N2P3SeY | wB97M-V/def2-TZVPD

Values from the calculation:
LUMO = -10.05 eV
Molar mass = 584.38 g/mol
Relative energy (zero: lowest compared OMol25 entry of this formula, charge and spin) = 2.768 eV

ORCA input file:
```
! wB97M-V def2-TZVPD RIJCOSX def2/J DEFGRID3
* xyz 3 1
Y -0.31512 -1.16632 0.37312
P 0.21894 1.99155 1.94772
P -2.50613 0.47935 0.44119
P 2.33039 -0.20064 0.18361
H -1.51862 -2.89624 -3.35506
C -0.57507 -3.07715 -2.78116
C -0.40286 -2.73395 -1.44827
H -1.39649 -2.46228 -0.85071
C 0.37516 3.65900 1.09732
C -1.11490 2.59185 3.08331
C 1.68562 2.23246 3.00469
C -3.35684 -0.41515 -0.93467
C -3.86364 0.23841 1.66806
C -3.06104 2.12944 -0.15129
C 2.93642 -1.27037 -1.18509
C 3.56912 -0.76141 1.43735
C 3.32330 1.25407 -0.35913
H 0.23264 -3.74861 -3.18490
H 0.41637 -3.36978 -0.96891
H 0.42345 4.42724 1.89794
H -0.51558 3.90183 0.48670
H 1.30759 3.73541 0.50062
H -0.79535 3.56423 3.47274
H -1.30265 1.92475 3.93100
H -2.05118 2.75323 2.54180
H 1.46089 3.05633 3.68078
H 2.55009 2.53881 2.41239
H 1.93739 1.36796 3.62239
H -4.42679 -0.17973 -0.81026
H -3.22993 -1.50705 -0.90364
H -3.03231 -0.04666 -1.91898
H -4.78109 0.64638 1.22948
H -3.68562 0.76294 2.61468
H -4.06265 -0.82727 1.83230
H -4.14674 2.03113 -0.28052
H -2.63638 2.31859 -1.14696
H -2.90301 2.97080 0.53798
H 4.03968 -1.20901 -1.17002
H 2.57931 -0.95453 -2.18136
H 2.66243 -2.32143 -1.04039
H 4.50884 -0.91963 0.90376
H 3.28432 -1.72139 1.87583
H 3.77064 -0.01454 2.21201
H 4.29676 0.84831 -0.66459
H 3.53396 1.97576 0.44253
H 2.88480 1.72873 -1.24273
C -0.08644 0.79364 -4.22524
C -0.65023 -0.36049 -4.77202
C -0.29039 -0.71422 -6.11410
C 0.62268 0.11742 -6.82009
C 1.21440 1.24105 -6.22406
C 0.88811 1.47186 -4.90426
Se 0.09639 1.68803 -2.38927
H 0.36439 0.19547 -2.29062
H -1.33997 -0.91575 -4.12287
H -0.72207 -1.62902 -6.57300
H 0.88509 -0.13884 -7.83903
H 1.89165 1.97559 -6.67240
H 1.37711 2.22859 -4.30497
C -0.04855 -0.80727 4.74869
C -0.19427 -1.98679 3.89126
N -0.25635 -2.07285 2.55808
C -0.40442 -3.42765 2.25004
C -0.42407 -4.12559 3.42843
N -0.29359 -3.19233 4.44827
H -0.95278 -0.69980 5.35621
H 0.04422 0.06292 4.10728
H 0.86875 -0.92138 5.33513
H -0.46779 -3.66688 1.17264
H -0.51258 -5.16437 3.64286
H -0.25744 -3.27681 5.46036
*
```

Löwdin population analysis, charges in e, atoms 1 to 2: 1.150 0.734



Ordered electronic energy results: -5530.1901; -1861.7069; -360.5327; -1757.1352; -2690.0496; -4398.2797; unit Ha.
Ordered max |F| results: 2.42; 3.04; 2.54; 16.66; 0.85; 4.10; unit eV/A.